Density functional theory data (ωB97M-V/def2-TZVPD) for a structure of composition C35H35CoN4O3PS2.

XYZ file:
```
81
Properties=species:S:1:pos:R:3:forces:R:3:mulliken_charge:R:1
Co -0.4107 0.7230 -1.0008 -0.007 -0.047 0.020 0.00
C -3.2355 0.5501 -2.1016 0.012 -0.053 0.050 -1.36
O -2.3306 0.2054 -1.0455 0.045 0.057 0.030 1.41
C -2.8405 -0.1141 0.1899 -0.113 -0.041 -0.079 0.39
C -4.1662 -0.4413 0.4117 0.034 0.032 0.015 -0.53
C -4.5653 -0.7566 1.7043 -0.022 -0.009 -0.011 -0.88
C -3.6550 -0.7568 2.7522 0.022 -0.052 -0.006 -0.74
C -2.3259 -0.4436 2.5175 -0.020 -0.028 0.074 -0.63
C -1.9195 -0.1169 1.2359 0.224 0.062 -0.198 -0.37
N -0.5913 0.2329 0.8554 -0.316 -0.122 0.275 1.79
N 0.2892 0.0887 1.7349 0.101 0.123 -0.065 -0.47
C 1.5849 0.4219 1.4528 -0.021 -0.155 0.200 0.05
C 2.0355 1.0407 0.2611 0.117 0.073 -0.119 0.48
O 1.3108 1.3597 -0.7513 0.014 0.025 0.010 -0.54
C 3.4337 1.3800 0.1696 -0.076 -0.059 0.080 -0.81
C 4.2959 1.0972 1.1670 0.038 -0.010 0.037 -1.06
C 3.8730 0.4607 2.3791 0.084 0.065 -0.082 0.81
C 4.7891 0.1831 3.4103 -0.014 -0.012 0.022 -0.88
C 4.3766 -0.4220 4.5690 -0.020 0.003 -0.024 -0.62
C 3.0237 -0.7663 4.7163 0.020 0.011 0.031 -0.78
C 2.1145 -0.5049 3.7215 -0.011 0.002 -0.019 -0.39
C 2.5177 0.1208 2.5236 -0.026 0.047 -0.031 0.72
H -3.8475 1.3957 -1.7875 -0.015 0.015 -0.009 0.31
H -3.8279 -0.3232 -2.3662 0.011 0.055 0.006 0.46
H -2.6092 0.8202 -2.9451 0.003 -0.006 -0.022 0.20
H -4.8743 -0.4640 -0.4033 0.005 -0.005 0.011 0.50
H -5.6016 -1.0092 1.8872 0.011 -0.007 0.001 0.43
H -3.9782 -1.0144 3.7520 -0.004 0.012 -0.007 0.43
H -1.5920 -0.4547 3.3110 -0.004 0.017 -0.003 0.36
H 3.7572 1.8444 -0.7525 -0.014 0.009 0.000 0.57
H 5.3469 1.3424 1.0591 -0.007 0.014 0.004 0.36
H 5.8275 0.4615 3.2721 0.002 -0.014 -0.004 0.40
H 5.0830 -0.6324 5.3609 -0.004 -0.005 0.003 0.39
H 2.6893 -1.2417 5.6301 0.006 -0.012 -0.008 0.42
H 1.0768 -0.7801 3.8441 0.009 -0.004 -0.001 0.37
C -0.2157 3.5840 1.1999 -0.002 0.013 0.027 -1.25
N -0.1913 4.3594 -0.0262 -0.080 -0.003 -0.040 0.47
C 0.3174 5.7172 0.0887 -0.035 -0.006 0.033 -0.65
C 0.7830 6.2254 -1.2572 0.024 -0.019 -0.010 -0.69
C -0.3406 6.0397 -2.2539 -0.030 -0.010 -0.002 -0.61
N -0.7494 4.6457 -2.2749 -0.035 -0.035 0.034 0.22
C -1.3847 4.1637 -3.4867 0.010 0.022 -0.001 -1.00
C -0.7188 3.8533 -1.1679 0.349 0.002 -0.055 0.40
O -1.1518 2.6862 -1.2265 -0.256 -0.107 -0.017 -0.80
H 0.8016 3.3863 1.5459 -0.010 -0.009 -0.006 0.41
H -0.7183 2.6413 1.0246 -0.008 0.030 0.017 -0.11
H -0.7533 4.1315 1.9786 0.014 0.023 -0.014 0.48
H 1.1380 5.7021 0.8078 0.024 -0.004 -0.019 0.37
H -0.4595 6.3752 0.4975 0.009 -0.003 0.015 0.28
H 1.6535 5.6529 -1.5841 0.011 0.017 0.000 0.30
H 1.0685 7.2747 -1.1890 -0.017 0.002 0.004 0.37
H -0.0168 6.3037 -3.2613 0.016 0.001 0.002 0.38
H -1.1890 6.6896 -2.0046 0.002 0.000 -0.002 0.27
H -0.7652 4.4229 -4.3462 -0.003 0.003 0.000 0.38
H -2.3741 4.6107 -3.6216 0.005 -0.001 0.006 0.31
H -1.4884 3.0862 -3.4389 -0.001 -0.012 0.008 0.19
S -2.5951 -2.7322 -2.5151 0.033 -0.071 -0.028 -0.51
P -0.7315 -2.7372 -1.8847 -0.012 -0.056 0.123 1.10
S 0.4750 -1.1167 -2.1360 -0.035 0.203 -0.260 -0.62
C 0.1899 -4.1196 -2.6404 0.030 -0.044 -0.034 0.73
C -0.2747 -5.4135 -2.4070 -0.012 0.036 0.009 -0.51
C 0.3760 -6.5008 -2.9629 -0.003 -0.023 -0.014 -0.70
C 1.4912 -6.3063 -3.7694 0.005 -0.014 -0.001 -0.39
C 1.9537 -5.0229 -4.0089 -0.002 0.021 0.013 -0.66
C 1.3083 -3.9301 -3.4416 -0.010 -0.027 0.008 -0.42
C -0.6429 -3.1559 -0.1037 0.065 0.010 0.067 0.31
C 0.5627 -3.0010 0.5817 -0.028 0.035 -0.020 -0.67
C 0.6547 -3.3392 1.9215 0.009 -0.053 0.015 -0.40
C -0.4545 -3.8493 2.5871 0.032 0.028 0.017 -0.67
C -1.6512 -4.0165 1.9082 -0.056 0.039 0.005 -0.69
C -1.7475 -3.6676 0.5669 -0.018 -0.013 -0.062 -0.39
H -1.1537 -5.5644 -1.7914 -0.004 0.003 -0.004 0.35
H 0.0115 -7.5023 -2.7726 -0.002 0.005 0.000 0.38
H 1.9969 -7.1569 -4.2092 -0.003 0.003 0.006 0.36
H 2.8223 -4.8667 -4.6362 -0.006 0.002 0.003 0.39
H 1.6738 -2.9280 -3.6193 0.003 0.005 -0.012 0.38
H 1.4217 -2.5907 0.0636 -0.006 -0.009 0.010 0.43
H 1.5920 -3.2047 2.4481 -0.013 0.007 -0.011 0.51
H -0.3819 -4.1168 3.6347 -0.002 0.003 -0.011 0.41
H -2.5184 -4.4098 2.4243 0.002 -0.007 -0.007 0.42
H -2.6770 -3.7890 0.0232 -0.017 0.035 0.028 0.38
```
Forces are in eV/Å.

Computed properties:
* spin multiplicity: 2
* lowest unoccupied orbital energy (alpha / beta): -0.49 / -0.48 eV
* orbital gap (alpha / beta): 6.9 / 6.9 eV
* calculated total energy: -117555.179 eV
* total charge: 0
* energy above the lowest of the compared OMol25 structures with the same formula, charge and spin: 8.8 kJ/mol
* ⟨S²⟩: 0.88

=====

Density functional theory data (ωB97M-V/def2-TZVPD) for a structure of composition C35H35N6O5RhS in a non-equilibrium geometry.

XYZ file:
```
83
Properties=species:S:1:pos:R:3:forces:R:3:mulliken_charge:R:1
Rh 0.8240 0.1006 0.1023 0.199 0.087 0.238 0.24
N 2.7632 1.2299 4.1964 0.019 0.012 0.054 -0.38
C 2.2391 1.0460 2.9762 -0.048 0.078 -0.134 0.74
S 2.2183 -0.4460 2.2324 -0.011 -0.059 0.084 -0.41
N 1.7483 2.2112 2.4520 -0.001 -0.032 0.098 -1.56
N 1.3103 2.1310 1.2218 0.037 -0.114 -0.167 1.47
C 0.7049 3.2485 0.8357 -0.041 0.079 -0.025 -0.92
C 0.1089 3.4794 -0.4088 0.059 -0.047 0.087 1.00
C -0.6016 4.7008 -0.5770 -0.028 0.050 -0.031 -0.86
C -1.1969 5.0221 -1.7570 0.011 0.018 0.062 -0.86
C -1.0852 4.1253 -2.8469 0.034 -0.066 -0.030 -0.50
C -0.4022 2.9489 -2.7365 -0.043 0.053 -0.053 -0.60
C 0.2101 2.5677 -1.5117 0.102 -0.089 -0.024 0.05
O 0.8601 1.4632 -1.4609 -0.240 0.109 -0.085 0.16
H 3.0395 0.4421 4.7528 0.001 -0.010 -0.014 0.24
H 2.6760 2.1403 4.6164 0.010 -0.010 0.012 0.24
H 0.6581 4.0393 1.5824 -0.012 -0.001 -0.012 0.34
H -0.6644 5.3707 0.2725 -0.006 0.008 -0.009 0.41
H -1.7446 5.9470 -1.8694 0.004 0.002 0.007 0.41
H -1.5521 4.3806 -3.7904 -0.001 -0.002 0.000 0.44
H -0.3095 2.2634 -3.5685 -0.004 0.002 -0.003 0.50
C -0.2442 -2.8664 2.9153 0.009 0.001 0.000 -1.25
C -1.2978 -2.7589 1.8517 0.022 -0.010 -0.030 1.97
C -2.6161 -3.1090 2.1267 0.004 -0.016 -0.009 -1.08
C -3.6056 -2.9796 1.1668 -0.006 -0.011 0.001 -1.01
C -3.2845 -2.5054 -0.0950 -0.010 0.027 0.001 -1.17
C -1.9786 -2.1518 -0.4091 0.007 0.025 0.003 1.77
C -1.6340 -1.6156 -1.7691 0.004 -0.006 -0.017 -1.15
C -0.9908 -2.2813 0.5738 -0.002 -0.054 0.076 -2.14
N 0.3293 -1.8475 0.2642 -0.026 -0.060 -0.264 1.68
C 1.2927 -2.6673 -0.2037 0.007 0.010 0.052 0.48
C 1.1338 -4.1561 -0.1816 0.003 -0.016 -0.006 -1.98
C 2.4341 -2.0653 -0.7648 0.012 -0.055 -0.001 0.29
C 3.5452 -2.9062 -1.3221 0.011 0.003 -0.012 -2.11
N 2.4668 -0.7264 -0.8003 -0.148 0.030 0.106 1.68
C 3.2965 -0.0397 -1.7308 0.040 0.032 -0.016 -1.25
C 2.9828 -0.1277 -3.0941 -0.005 -0.004 0.019 1.91
C 1.7889 -0.9112 -3.5637 -0.005 0.000 -0.006 -0.87
C 3.7752 0.5545 -4.0078 -0.011 0.000 -0.004 -1.18
C 4.8511 1.3187 -3.5862 0.006 0.001 0.001 -0.92
C 5.1380 1.4097 -2.2355 0.003 0.004 0.000 -1.13
C 4.3679 0.7404 -1.2899 -0.022 -0.023 -0.009 1.01
C 4.6898 0.8656 0.1699 0.001 -0.003 0.009 -1.07
H -0.6005 -3.4770 3.7447 -0.003 0.004 0.001 0.50
H 0.0030 -1.8720 3.2902 -0.014 -0.007 0.001 0.14
H 0.6784 -3.3076 2.5345 -0.002 -0.009 0.003 0.20
H -2.8643 -3.4813 3.1137 0.002 0.002 0.003 0.42
H -4.6284 -3.2459 1.4016 -0.002 0.000 0.003 0.46
H -4.0568 -2.3979 -0.8474 0.000 -0.001 -0.002 0.42
H -2.5189 -1.5822 -2.4038 -0.001 -0.020 -0.003 0.57
H -0.8794 -2.2308 -2.2650 0.006 0.011 0.005 0.23
H -1.2345 -0.5995 -1.7004 -0.012 0.003 0.006 0.00
H 0.2101 -4.4431 0.3152 0.003 -0.002 -0.003 0.40
H 1.9709 -4.6267 0.3383 -0.001 0.000 0.002 0.41
H 1.1164 -4.5630 -1.1961 0.002 0.004 -0.001 0.40
H 3.9511 -3.5636 -0.5501 -0.004 0.000 0.002 0.48
H 4.3530 -2.2831 -1.6989 -0.002 0.003 0.003 0.41
H 3.1975 -3.5445 -2.1380 0.003 0.000 -0.002 0.37
H 0.9068 -0.6476 -2.9795 -0.001 0.002 -0.005 -0.17
H 1.9392 -1.9892 -3.4683 0.003 0.000 0.007 0.18
H 1.5853 -0.6977 -4.6127 0.005 -0.004 -0.001 0.51
H 3.5332 0.4935 -5.0624 0.001 -0.001 0.000 0.43
H 5.4603 1.8466 -4.3086 -0.002 0.001 -0.001 0.41
H 5.9757 2.0088 -1.8987 0.000 -0.001 0.000 0.43
H 5.6467 1.3681 0.3082 -0.001 0.000 -0.002 0.50
H 4.7292 -0.1070 0.6605 -0.004 -0.003 0.001 0.23
H 3.9206 1.4446 0.6838 0.001 0.005 0.005 0.00
O -0.9333 0.3024 2.8057 0.064 0.193 0.007 -0.72
C -1.5497 0.5827 1.7896 -0.160 -0.442 -0.069 -0.06
O -1.0606 0.6858 0.5973 0.176 0.205 0.074 0.18
C -3.0496 0.7518 1.8275 0.013 0.121 0.031 0.12
C -3.7340 1.3146 0.7560 -0.018 -0.005 0.014 -0.04
C -5.1117 1.4479 0.8026 0.004 -0.050 -0.027 -0.65
C -5.7778 0.9924 1.9265 0.040 -0.342 -0.159 -0.07
C -5.1215 0.4236 3.0043 -0.019 -0.037 -0.033 -0.65
C -3.7433 0.3131 2.9487 0.028 0.053 0.011 -0.52
N -7.2462 1.1166 1.9771 0.167 1.254 0.632 1.00
O -7.8035 0.7676 2.9987 -0.104 -0.472 -0.160 -0.61
O -7.7897 1.7222 1.0748 -0.097 -0.412 -0.287 -0.61
H -3.1771 1.6403 -0.1119 -0.002 0.009 -0.001 0.56
H -5.6702 1.8871 -0.0101 -0.004 -0.005 -0.002 0.51
H -5.6889 0.0813 3.8565 0.002 -0.001 0.000 0.49
H -3.1823 -0.1170 3.7671 -0.003 0.001 -0.003 0.52
```
Forces are in eV/Å.

Computed properties:
* spin multiplicity: 5
* lowest unoccupied orbital energy (alpha / beta): -0.26 / -2.40 eV
* orbital gap (alpha / beta): 6.5 / 6.0 eV
* calculated total energy: -69881.565 eV
* total charge: 0
* energy above the lowest of the compared OMol25 structures with the same formula, charge and spin: 8.6 kJ/mol
* ⟨S²⟩: 6.05